(1)
# C32H21BiClF6N3O6S3Si

A molecular structure, C32H21BiClF6N3O6S3Si (ωB97M-V/def2-TZVPD, the Open Molecules 2025 dataset).

```
74
Properties=species:S:1:pos:R:3
Bi 0.169 0.464 -0.788
Cl -1.661 4.471 0.641
S -1.148 -1.494 -2.174
S 3.336 2.559 -2.433
S 3.027 -0.048 -2.757
Si 0.524 -1.130 1.262
F 2.592 4.332 -4.245
F 2.907 2.373 -5.090
F 3.784 -2.454 -3.727
F 5.378 -1.076 -3.312
F 4.118 -0.779 -5.056
F 1.098 2.822 -3.962
O 1.857 0.269 -3.522
O 0.626 1.858 1.146
O 2.296 2.495 -1.438
O 0.949 3.657 2.430
O 4.295 3.618 -2.339
O 2.830 -0.744 -1.518
N -9.205 3.150 -2.931
N 0.774 -3.004 -3.569
N 4.044 1.176 -2.711
C 2.402 -1.308 1.457
C -0.903 0.395 5.472
C -6.334 1.220 -2.428
C -4.382 1.680 -1.081
C 3.194 -0.157 1.390
C 5.197 -1.474 1.543
C 0.581 3.115 1.393
C -5.093 0.848 -1.961
C 0.682 -0.771 4.094
C -8.176 2.830 -2.526
C 0.030 4.048 0.283
C -0.240 -5.005 -0.098
C -0.081 -0.520 2.954
C -6.901 2.435 -2.027
C -1.264 0.204 3.104
C 2.412 3.012 -4.027
C -1.674 0.657 4.349
C 0.032 -2.336 -2.982
C -1.226 -3.346 1.885
C 4.428 -2.624 1.643
C 4.116 -1.178 -3.777
C 0.279 -0.319 5.343
C -1.766 -4.612 1.709
C -1.275 -5.446 0.715
C -3.074 1.295 -0.683
C -4.956 2.893 -0.681
C 4.576 -0.238 1.430
C -1.955 0.914 -0.408
C 3.043 -2.537 1.602
C 0.293 -3.738 0.080
C -6.198 3.266 -1.150
C -0.185 -2.883 1.078
H 6.279 -1.541 1.548
H -1.216 0.756 6.445
H 0.069 3.584 -0.698
H 2.449 -3.441 1.675
H 4.908 -3.592 1.739
H -2.580 -4.943 2.345
H -6.880 0.583 -3.112
H 0.588 4.978 0.292
H -1.861 0.431 2.226
H -1.694 -6.436 0.574
H 0.896 -0.516 6.213
H -4.635 -0.079 -2.278
H 1.612 -1.320 3.994
H 1.094 -3.402 -0.570
H -2.590 1.228 4.441
H 0.147 -5.648 -0.879
H 2.717 0.813 1.297
H -4.397 3.541 -0.021
H -1.608 -2.704 2.671
H 5.170 0.665 1.349
H -6.638 4.208 -0.850
```

The HOMO-LUMO gap comes out at 6.973 eV. The HOMO energy is -3.31 eV. The energy is -125333.0112 eV. The value obtained for the energy relative to the best compared isomer or geometry (same formula, charge and spin) is 20.9 kcal per mole. As for the total charge: -2.

---

(2)
# C32H21BrF5N3O4RuS4

A molecular structure, C32H21BrF5N3O4RuS4 (ωB97M-V/def2-TZVPD, the Open Molecules 2025 dataset).

```
71
Properties=species:S:1:pos:R:3
Ru 0.479 -0.220 -0.289
Br 2.634 -2.704 1.358
S -1.741 -0.251 -0.578
S 0.988 -0.837 3.816
S -1.634 -1.275 -3.392
S -1.039 2.972 1.132
F 2.246 -0.808 -2.953
F -0.554 -3.140 0.062
F 2.725 -3.085 -4.251
F 1.599 -5.419 -3.420
F -0.056 -5.415 -1.252
O 1.106 -0.140 2.500
O -0.379 1.633 1.105
O 2.739 2.729 -1.810
O 1.050 1.301 -1.452
N -4.940 1.224 -0.336
N -5.180 -0.349 -4.416
N 2.626 -0.292 -0.050
C 1.912 -3.088 -3.184
C 4.577 0.939 -0.677
C -1.342 -1.732 2.679
C -2.465 -0.481 -2.188
C 2.406 4.538 -0.170
C -4.545 -0.192 -3.466
C 0.626 5.980 -0.937
C -4.410 0.671 -1.202
C 1.973 5.660 -0.875
C 0.497 -4.268 -1.676
C 0.182 0.351 4.951
C 0.808 -1.860 -1.384
C 3.408 -1.196 0.527
C 5.381 0.003 -0.051
C -1.009 3.455 2.912
C 4.789 -1.093 0.554
C 0.152 4.140 0.504
C 2.277 1.686 -1.396
C -0.760 1.313 4.230
C -0.525 -3.011 4.561
C 1.337 -4.275 -2.771
C -1.626 -3.848 4.462
C -0.063 2.577 3.728
C -0.403 -1.954 3.669
C 1.509 3.902 0.671
C -2.585 -3.623 3.480
C -2.443 -2.571 2.586
C 3.210 0.744 -0.665
C 1.643 -1.921 -2.492
C -3.778 -0.007 -2.283
C 0.251 -3.077 -1.022
C -0.305 5.184 -0.283
H -1.224 0.806 3.383
H -1.207 -0.922 1.974
H 3.441 4.555 0.154
H -1.368 5.340 -0.420
H -0.729 4.507 2.926
H -2.037 3.359 3.266
H 0.235 -3.182 5.315
H -1.564 1.596 4.916
H 0.990 0.879 5.461
H 0.317 3.150 4.579
H 1.823 3.059 1.277
H -1.733 -4.681 5.145
H 0.295 6.826 -1.526
H 6.458 0.108 -0.049
H -3.174 -2.398 1.807
H -0.339 -0.271 5.680
H 0.791 2.285 3.117
H 5.370 -1.866 1.033
H 2.683 6.226 -1.464
H -3.440 -4.282 3.403
H 4.961 1.805 -1.194
```

The HOMO-LUMO gap (alpha / beta) comes out at 6.104 / 5.319 eV. The HOMO energy (alpha / beta) is -4.35 / -4.22 eV. The energy is -175736.7159 eV. Its multiplicity is 2. The value obtained for the energy relative to the best compared isomer or geometry (same formula, charge and spin) is 65.6 kcal per mole. As for the total charge: -1.